This record from the OMol25 dataset describes a single C5H4N2 molecule in a non-equilibrium geometry. The level of theory is the ωB97M-V functional and the def2-TZVPD basis.

The spin multiplicity is 1. Its charge is 0. The calculation puts the frontier orbital gap at 0.36740 hartree. Its HOMO energy is -10.078 eV.

```
11
C5H4N2 (the ωB97M-V functional and the def2-TZVPD basis)
H 0.57 -1.92 -0.25
C 0.79 -0.22 -0.75
C -0.17 0.65 1.07
C -2.54 1.11 -0.07
C -1.30 0.92 0.58
N 0.42 -1.39 -1.08
N -3.30 0.73 -0.83
H 1.27 0.61 -1.48
H 1.08 -1.01 1.21
C 1.15 -0.04 0.72
H 2.03 0.56 0.88
```

=====

This record from the OMol25 dataset describes a single C5H4N2 molecule in a non-equilibrium geometry. The level of theory is the ωB97M-V functional and the def2-TZVPD basis.

The spin multiplicity is 1. Its charge is 0. The calculation puts the frontier orbital gap (spin up / spin down) at 0.32026 / 0.28644 hartree. Its HOMO energy (spin up / spin down) is -8.928 / -9.229 eV.

```
11
C5H4N2 (the ωB97M-V functional and the def2-TZVPD basis)
H -0.86 -1.57 -0.12
C 0.12 0.37 -0.28
C 2.46 -0.65 -1.03
H 3.40 -1.05 -1.35
H 0.68 2.15 -0.66
C 1.40 -0.20 -0.68
H -2.33 -0.92 1.88
N -2.13 1.00 1.08
N -0.16 1.63 -0.41
C -1.79 -0.19 1.27
C -0.78 -0.57 0.31
```

=====

This record from the OMol25 dataset describes a single C5H4N2O molecule in a non-equilibrium geometry. The level of theory is the ωB97M-V functional and the def2-TZVPD basis.

The spin multiplicity is 1. Its charge is 0. The calculation puts the frontier orbital gap at 0.32971 hartree. Its HOMO energy is -8.235 eV.

```
12
C5H4N2O (the ωB97M-V functional and the def2-TZVPD basis)
C -0.25 -1.72 0.64
H 1.83 -2.41 0.84
H -2.61 0.31 0.29
C 0.57 0.40 -0.10
H -0.95 -2.21 1.31
C 1.09 -1.62 0.62
C -0.65 -0.42 0.10
N 1.55 -0.52 0.14
H 2.50 -0.39 0.08
O -1.09 1.78 -0.51
C -1.59 0.58 -0.23
N 0.29 1.54 -0.79
```

=====

This record from the OMol25 dataset describes a molecular structure, C5H4N2O in a non-equilibrium geometry. The level of theory is the ωB97M-V functional and the def2-TZVPD basis.

The spin multiplicity is 1. Its charge is 0. The calculation puts the frontier orbital gap (spin up / spin down) at 0.29601 / 0.29593 hartree. Its HOMO energy (spin up / spin down) is -9.913 / -9.911 eV.

```
12
C5H4N2O (the ωB97M-V functional and the def2-TZVPD basis)
C 0.71 1.59 -0.43
H 0.45 2.30 0.37
H 0.56 -2.32 -0.59
C -0.30 -1.68 -0.65
C -0.39 -0.56 0.12
H -1.04 -1.86 -1.41
C -1.55 -0.19 0.88
H 1.65 1.82 -0.94
N 1.73 -0.28 1.54
C 0.90 -0.02 0.76
O -0.25 1.04 -1.10
N -2.49 0.15 1.45
```

=====

Sequential relative energy (zero: lowest compared OMol25 entry of this formula, charge and spin) output: 426.3; 544.8; 354.7; 494.6 kJ/mol
Sequential E output: -302.26594; -302.22080; -377.52896; -377.47567 Ha